# C5H14

2 unconnected molecules or ions with the total composition C5H14 at a distorted geometry (ωB97M-V/def2-TZVPD, the OMol25 dataset).

Values from the calculation:
SMILES string = CCC.CC
energy relative to the best compared isomer or geometry (same formula, charge and spin) = 13.3 kcal/mol
energy = -198.8680 hartree
gap between HOMO and LUMO = 12.4 eV
spin multiplicity = 1

```
19
Properties=species:S:1:pos:R:3:forces:R:3:nbo_charge:R:1
C 0.6495 1.6634 -1.9133 -0.01 -0.07 -1.83 -0.623
C -0.5594 1.0164 -2.6256 0.27 -0.36 -0.60 -0.619
H 0.5720 2.7450 -2.0278 -0.27 0.08 0.93 0.208
H 0.8014 1.2881 -0.9134 0.17 0.28 0.23 0.213
H 1.5269 1.5036 -2.5506 0.18 -0.48 0.49 0.205
H -0.2853 0.3581 -3.4595 0.43 0.18 0.09 0.201
H -1.1424 1.7988 -3.1069 -0.49 -0.14 0.30 0.205
H -1.1553 0.3352 -2.0198 -0.26 0.55 0.36 0.209
C 0.0151 -0.6290 2.1701 -0.72 -0.11 0.20 -0.404
C -0.8238 -0.1530 0.9714 0.90 -0.80 0.09 -0.604
C 0.7043 -1.9834 2.0134 0.15 -0.74 0.12 -0.618
H -0.6944 -0.7179 2.9957 0.22 0.16 0.24 0.195
H 0.7331 0.1335 2.4560 0.12 0.09 -0.03 0.199
H -0.3338 -0.5360 0.0723 -0.06 0.51 -0.21 0.197
H -1.8077 -0.6149 0.9808 -0.19 0.18 0.08 0.205
H 0.4704 -2.5299 1.0950 -0.23 0.30 -0.08 0.203
H 0.4147 -2.6564 2.8243 0.01 0.02 -0.01 0.208
H -0.8785 0.9306 0.9885 -0.27 0.06 -0.33 0.211
H 1.7933 -1.9521 2.0494 0.04 0.31 -0.01 0.209
```
Positions in Å, forces in eV/Å.